1.
{"formula": "C40H79O12P", "method": "ωB97M-V/def2-TZVPD", "fmax_ev_per_a": 3.26, "gap_ha": 0.3175, "lumo_ev": 0.6, "smiles": "COCCCCCCC[C@@]1(P(O)O)OC(=O)O[C@H]1CCC(C)C.C1CCOC1.C1CCOC1.C1CCOC1.C1CCOC1.C1CCOC1.C1CCOC1", "e_tot_ev": -76617.682, "de_lowest_kj_mol": 59.36, "elements": ["C", "O", "C", "C", "C", "C", "C", "C", "C", "C", "P", "O", "O", "O", "C", "O", "O", "C", "C", "C", "C", "C", "C", "H", "H", "H", "H", "H", "H", "H", "H", "H", "H", "H", "H", "H", "H", "H", "H", "H", "H", "H", "H", "H", "H", "H", "H", "H", "H", "H", "H", "H", "H", "H", "C", "C", "C", "O", "C", "H", "H", "H", "H", "H", "H", "H", "H", "C", "C", "C", "O", "C", "H", "H", "H", "H", "H", "H", "H", "H", "C", "C", "C", "O", "C", "H", "H", "H", "H", "H", "H", "H", "H", "C", "C", "C", "O", "C", "H", "H", "H", "H", "H", "H", "H", "H", "C", "C", "C", "O", "C", "H", "H", "H", "H", "H", "H", "H", "H", "C", "C", "C", "O", "C", "H", "H", "H", "H", "H", "H", "H", "H"], "coordinates": [[-1.141, -4.971, 0.500], [-1.455, -3.588, 0.451], [-1.902, -3.221, -0.841], [-2.806, -2.025, -0.740], [-2.007, -0.765, -0.369], [-2.797, 0.464, -0.809], [-2.368, 1.816, -0.195], [-1.092, 1.795, 0.659], [0.112, 2.027, -0.249], [1.454, 1.628, 0.345], [1.672, 2.484, 2.067], [1.128, 1.424, 3.196], [0.673, 3.793, 2.014], [1.450, 0.208, 0.567], [2.633, -0.257, 0.069], [2.845, -1.395, -0.343], [3.521, 0.761, 0.121], [2.772, 1.949, -0.345], [2.969, 2.006, -1.860], [1.841, 2.537, -2.731], [2.242, 2.798, -4.172], [1.015, 3.419, -4.872], [3.406, 3.770, -4.311], [-0.651, -5.141, 1.445], [-0.450, -5.223, -0.297], [-2.043, -5.570, 0.422], [-2.449, -4.063, -1.269], [-1.049, -3.010, -1.485], [-3.472, -2.202, 0.095], [-3.346, -1.840, -1.660], [-1.883, -0.779, 0.704], [-1.054, -0.752, -0.881], [-2.735, 0.537, -1.886], [-3.848, 0.327, -0.594], [-2.146, 2.492, -1.014], [-3.167, 2.300, 0.348], [-1.008, 0.905, 1.270], [-1.188, 2.624, 1.348], [0.130, 3.073, -0.527], [-0.041, 1.420, -1.133], [0.598, 0.722, 2.787], [-0.074, 3.687, 2.626], [3.323, 2.736, 0.146], [3.267, 1.022, -2.209], [3.825, 2.649, -2.024], [1.385, 3.428, -2.306], [1.055, 1.793, -2.763], [2.440, 1.850, -4.657], [1.004, 4.486, -4.687], [0.128, 3.038, -4.379], [0.973, 3.180, -5.924], [3.351, 4.562, -3.575], [4.370, 3.282, -4.297], [3.339, 4.242, -5.284], [7.424, 4.895, 0.675], [7.781, 3.423, 0.486], [6.406, 2.771, 0.458], [5.509, 3.741, -0.099], [6.157, 5.015, -0.159], [8.206, 5.582, 0.356], [7.203, 5.093, 1.725], [8.284, 3.282, -0.474], [8.422, 3.021, 1.268], [6.059, 2.525, 1.467], [6.378, 1.865, -0.147], [6.391, 5.234, -1.207], [5.477, 5.782, 0.211], [-3.506, -2.533, 3.864], [-3.250, -1.095, 4.310], [-4.025, -0.308, 3.264], [-5.127, -1.126, 2.869], [-4.945, -2.452, 3.374], [-3.368, -3.269, 4.653], [-2.841, -2.792, 3.035], [-3.677, -0.928, 5.302], [-2.194, -0.828, 4.346], [-3.406, -0.115, 2.379], [-4.398, 0.646, 3.641], [-5.654, -2.608, 4.195], [-5.165, -3.171, 2.585], [1.140, -8.709, -2.628], [1.874, -9.255, -1.407], [1.526, -8.218, -0.348], [0.228, -7.716, -0.684], [-0.127, -8.147, -2.000], [0.937, -9.458, -3.391], [1.723, -7.906, -3.085], [1.465, -10.229, -1.130], [2.948, -9.367, -1.552], [2.233, -7.382, -0.362], [1.501, -8.633, 0.660], [-0.902, -8.916, -1.913], [-0.538, -7.303, -2.557], [5.218, -2.849, 3.305], [4.175, -2.686, 2.203], [4.200, -4.057, 1.546], [4.538, -4.994, 2.576], [4.989, -4.291, 3.736], [5.108, -2.139, 4.124], [6.221, -2.736, 2.888], [3.193, -2.499, 2.646], [4.394, -1.883, 1.508], [4.968, -4.109, 0.767], [3.242, -4.333, 1.106], [4.209, -4.356, 4.504], [5.891, -4.769, 4.120], [-4.721, 3.788, 2.995], [-4.064, 4.525, 1.833], [-2.846, 5.142, 2.505], [-2.466, 4.250, 3.565], [-3.510, 3.289, 3.770], [-5.386, 2.983, 2.687], [-5.295, 4.489, 3.605], [-3.749, 3.810, 1.069], [-4.707, 5.266, 1.361], [-3.084, 6.115, 2.947], [-2.007, 5.266, 1.820], [-3.166, 2.321, 3.389], [-3.703, 3.191, 4.839], [-6.521, 1.933, -4.664], [-6.051, 3.230, -4.012], [-5.577, 2.737, -2.652], [-5.103, 1.402, -2.846], [-5.498, 0.936, -4.139], [-6.553, 1.974, -5.752], [-7.519, 1.675, -4.303], [-5.212, 3.647, -4.575], [-6.824, 3.993, -3.940], [-6.400, 2.710, -1.930], [-4.773, 3.347, -2.237], [-4.610, 0.904, -4.780], [-5.897, -0.075, -4.051]], "forces_ev_per_angstrom": [[0.26, 0.72, 0.00], [-0.14, 0.04, -0.01], [-0.35, -0.39, 0.07], [1.12, 0.53, 0.52], [-1.15, 0.11, -0.47], [0.17, 0.36, 0.52], [0.59, -0.40, -0.22], [-0.45, 0.64, -0.14], [0.33, -0.72, 0.16], [-1.76, 1.20, 1.52], [2.49, 0.70, 0.57], [-0.77, 0.05, -0.95], [-0.44, -0.69, 0.30], [0.31, -0.67, -1.04], [0.53, -2.20, -0.39], [-0.62, 2.91, 1.33], [0.11, -0.50, -0.77], [0.81, -1.24, 0.06], [-0.18, 0.51, -0.13], [0.07, -0.59, 0.19], [-0.68, 0.88, -0.10], [0.14, -0.48, 0.84], [-0.02, -0.40, -0.60], [0.09, -0.21, 0.33], [0.13, -0.26, -0.18], [-0.18, -0.25, -0.05], [-0.10, -0.17, -0.17], [0.24, -0.01, -0.18], [-0.66, -0.13, -0.09], [-0.24, -0.19, -0.25], [0.41, -0.01, 0.26], [0.50, -0.16, 0.17], [-0.06, -0.04, -0.37], [-0.34, -0.20, 0.06], [-0.08, 0.34, -0.22], [-0.29, -0.34, 0.19], [0.04, -0.32, -0.05], [0.08, 0.13, 0.21], [0.03, 0.21, -0.16], [-0.03, 0.00, -0.38], [-0.11, -0.11, 0.23], [-0.17, 0.22, -0.08], [-0.25, 0.65, 0.01], [-0.06, -0.28, -0.06], [0.39, 0.07, 0.11], [0.09, 0.34, 0.04], [-0.29, -0.12, -0.01], [0.35, -0.29, -0.09], [0.03, 0.37, -0.26], [-0.44, -0.21, -0.20], [0.01, 0.19, -0.36], [0.07, 0.14, 0.33], [0.36, -0.07, 0.37], [0.05, 0.19, -0.29], [-0.03, -0.01, 0.14], [0.03, 0.03, -0.15], [-0.06, -0.05, 0.14], [0.06, 0.01, -0.03], [0.00, 0.00, -0.14], [0.00, 0.00, -0.03], [-0.01, 0.01, -0.01], [0.00, -0.02, 0.01], [-0.02, 0.00, 0.02], [0.03, -0.04, 0.00], [-0.08, 0.01, -0.02], [0.03, 0.06, 0.02], [-0.06, -0.04, 0.00], [0.12, 0.00, -0.16], [-0.08, -0.03, 0.11], [0.02, -0.03, -0.15], [0.07, -0.01, 0.04], [-0.07, 0.01, 0.12], [-0.02, 0.01, 0.02], [-0.01, -0.01, -0.01], [0.01, 0.02, 0.00], [0.01, 0.00, -0.03], [0.04, 0.08, 0.02], [-0.10, -0.11, -0.04], [0.02, -0.06, 0.00], [-0.03, 0.05, -0.05], [0.08, 0.10, -0.03], [-0.09, -0.10, 0.02], [0.07, 0.14, -0.02], [0.04, -0.08, -0.07], [-0.07, -0.09, 0.08], [-0.02, -0.02, 0.01], [-0.01, 0.00, -0.01], [0.01, 0.00, 0.01], [0.01, 0.03, 0.00], [0.05, -0.04, 0.03], [-0.06, 0.04, 0.02], [-0.01, -0.01, -0.08], [-0.01, 0.04, 0.06], [0.08, -0.05, -0.07], [-0.06, 0.03, 0.21], [0.11, -0.01, -0.06], [0.03, 0.06, 0.02], [-0.14, -0.02, 0.02], [-0.03, 0.00, 0.01], [0.01, 0.00, 0.01], [-0.01, 0.01, -0.04], [0.05, -0.01, -0.04], [-0.04, 0.05, -0.04], [-0.01, -0.04, 0.02], [0.04, 0.04, 0.05], [-0.01, -0.06, -0.03], [-0.04, 0.11, 0.07], [0.05, -0.12, -0.06], [0.00, 0.12, 0.09], [0.00, -0.04, -0.24], [0.15, -0.14, -0.08], [0.02, -0.04, -0.02], [-0.01, -0.02, 0.01], [-0.07, 0.22, 0.10], [-0.01, 0.03, 0.03], [0.00, 0.02, -0.06], [0.07, 0.00, 0.05], [-0.03, 0.08, 0.02], [0.07, 0.02, 0.04], [-0.11, -0.01, 0.07], [0.11, 0.02, -0.08], [-0.09, -0.07, 0.09], [-0.08, 0.09, -0.10], [0.13, 0.03, -0.04], [0.02, 0.01, -0.01], [0.00, -0.01, -0.01], [0.00, 0.01, 0.01], [-0.02, -0.01, 0.01], [-0.01, 0.07, 0.00], [0.04, -0.05, 0.03], [-0.04, -0.03, -0.05], [0.03, -0.01, 0.06]], "lowdin_charge": [-0.101, -0.194, -0.252, -0.161, -0.197, -0.188, -0.168, -0.195, -0.145, -0.436, 0.955, -0.259, -0.287, 0.051, -0.512, 0.131, 0.045, -0.227, -0.087, -0.199, -0.418, -0.074, -0.079, 0.086, 0.073, 0.089, 0.115, 0.125, 0.114, 0.115, 0.091, 0.111, 0.100, 0.103, 0.106, 0.069, 0.090, 0.078, 0.121, 0.109, 0.046, 0.039, 0.101, 0.137, 0.103, 0.121, 0.103, 0.134, 0.078, 0.066, 0.075, 0.086, 0.073, 0.071, -0.169, -0.168, -0.197, -0.166, -0.200, 0.111, 0.115, 0.114, 0.112, 0.123, 0.119, 0.117, 0.118, -0.160, -0.158, -0.208, -0.137, -0.201, 0.112, 0.106, 0.115, 0.110, 0.105, 0.097, 0.116, 0.115, -0.172, -0.171, -0.198, -0.159, -0.206, 0.110, 0.114, 0.113, 0.111, 0.118, 0.118, 0.117, 0.115, -0.169, -0.175, -0.199, -0.146, -0.212, 0.110, 0.112, 0.120, 0.093, 0.119, 0.114, 0.115, 0.113, -0.155, -0.160, -0.193, -0.150, -0.200, 0.113, 0.116, 0.077, 0.115, 0.119, 0.112, 0.093, 0.122, -0.170, -0.170, -0.203, -0.158, -0.202, 0.111, 0.114, 0.114, 0.111, 0.119, 0.113, 0.118, 0.118]}

=====

2.
{"formula": "C2H2LiO2Ru", "method": "ωB97M-V/def2-TZVPD", "spin_multiplicity": 6, "fmax_ev_per_a": 6.41, "gap_ha": [0.3064, 0.2777], "total_charge": 2, "lumo_ev": [-9.5, -10.9], "e_tot_ev": -8964.320, "de_lowest_kj_mol": 176.00, "elements": ["H", "O", "C", "C", "O", "Ru", "Li", "H"], "coordinates": [[-2.158, 0.387, -0.466], [0.784, -0.251, 1.319], [0.957, -0.187, -0.051], [-0.087, 0.316, -0.789], [-1.329, -0.245, -0.618], [3.034, 0.300, 1.217], [-1.178, -1.507, 0.831], [-0.022, 1.187, -1.443]], "forces_ev_per_angstrom": [[2.39, -1.20, -1.11], [0.22, -1.06, -4.47], [2.27, 1.60, 5.78], [-2.40, 0.14, -1.16], [-1.37, 1.78, 1.47], [-1.29, -0.45, -0.72], [-0.04, -0.34, 0.44], [0.23, -0.47, -0.23]], "nbo_charge": [0.573, -0.633, 0.092, 0.201, -0.756, 1.280, 0.981, 0.263]}

=====

3.
{"formula": "C4H6N2OS", "method": "ωB97M-V/def2-TZVPD", "fmax_ev_per_a": 5.50, "gap_ha": 0.3594, "lumo_ev": 0.5, "smiles": "Cc1cc(O)nn1S", "e_tot_ev": -20104.789, "de_lowest_kj_mol": 439.27, "elements": ["C", "C", "C", "C", "H", "H", "H", "H", "H", "H", "N", "N", "O", "S"], "coordinates": [[-1.137, 1.723, -0.278], [-0.227, 0.472, 0.177], [1.136, 0.692, 0.112], [1.552, -0.710, -0.069], [-1.823, 1.237, -1.166], [-0.548, 2.598, -0.433], [-1.793, 1.919, 0.587], [1.895, 1.580, 0.269], [2.606, -2.205, 0.167], [-2.596, -2.063, 0.986], [0.656, -1.618, -0.131], [-0.527, -0.873, 0.234], [2.881, -1.182, -0.265], [-2.075, -1.571, -0.191]], "forces_ev_per_angstrom": [[-2.34, -4.60, 0.92], [0.05, 3.64, -1.28], [1.49, -2.17, 0.39], [3.68, 1.17, -0.64], [1.80, 1.90, 1.98], [0.45, 0.19, -0.71], [-0.21, 0.15, -0.63], [-2.26, -1.89, -0.66], [1.94, 3.95, -2.16], [0.89, 0.54, -0.28], [-2.41, 0.65, 1.53], [-0.43, -0.46, -1.23], [-3.28, -3.50, 2.70], [0.62, 0.42, 0.07]], "nbo_charge": [-0.631, 0.213, -0.400, 0.451, 0.240, 0.232, 0.221, 0.266, 0.494, 0.126, -0.356, -0.375, -0.675, 0.194]}

=====

4.
{"formula": "C2H9N6", "method": "ωB97M-V/def2-TZVPD", "fmax_ev_per_a": 5.08, "gap_ha": 0.3976, "total_charge": 1, "lumo_ev": -3.5, "e_tot_ev": -11150.292, "de_lowest_kj_mol": 174.33, "elements": ["C", "C", "N", "N", "N", "N", "N", "N", "H", "H", "H", "H", "H", "H", "H", "H", "H"], "coordinates": [[-0.035, 0.509, 0.178], [1.082, 1.037, 2.245], [-0.919, -0.181, 2.152], [-1.671, -0.592, 1.259], [0.115, 0.485, 1.473], [-1.214, -0.212, 0.062], [0.996, -0.305, -2.310], [-1.848, -0.757, -1.063], [1.330, 0.374, -1.453], [0.769, 2.099, 2.503], [1.215, 0.383, 3.153], [2.109, 0.967, 1.730], [0.110, -0.651, -2.121], [0.996, 0.172, -3.180], [1.685, -1.016, -2.590], [-1.921, -1.721, -0.838], [-2.801, -0.592, -1.199]], "forces_ev_per_angstrom": [[-0.66, -0.78, -1.54], [4.07, 1.69, 2.52], [0.91, 0.46, -0.51], [-1.47, -0.74, 0.31], [-2.88, -1.67, -0.74], [0.03, 0.81, 0.35], [4.48, 1.67, 0.69], [2.76, -0.62, -0.30], [-1.44, -1.79, -1.77], [0.93, -1.29, -0.03], [-0.34, 1.05, -0.68], [-1.67, 0.57, 0.61], [-2.55, -1.03, 0.69], [-0.63, 1.48, -0.94], [-0.23, -0.37, 1.09], [0.53, -1.41, -0.01], [-1.84, 1.97, 0.25]], "nbo_charge": [0.063, -0.425, -0.003, -0.021, -0.258, -0.111, -0.899, -0.648, 0.491, 0.238, 0.250, 0.231, 0.449, 0.434, 0.439, 0.374, 0.395]}